(1)
Below is a 2-piece molecular cluster, C3H12N4O overall in a non-equilibrium geometry, with properties calculated with ωB97M-V/def2-TZVPD.

The geometry in XYZ format:
```
20
Properties=species:S:1:pos:R:3:forces:R:3
O -0.84503 1.14577 0.54624 0.00 -0.85 -0.64
N -3.14464 -1.30422 -0.64594 0.18 -1.27 -0.38
N -2.68457 -0.20350 0.00725 1.88 0.35 0.10
N 2.49393 0.68628 -0.01336 0.45 -2.50 -0.75
N 3.69745 0.57456 -0.15591 -1.02 -0.20 -1.48
C -3.49656 0.32057 1.14132 0.41 -2.12 1.49
C -1.45004 0.21916 -0.21406 -1.30 -0.03 0.02
C 4.38711 -0.56870 -0.64841 0.22 -4.50 2.94
H 4.45057 1.23248 -0.18063 -0.02 2.51 0.83
H 4.97820 -1.01040 0.23110 -0.18 1.09 -1.07
H 3.90051 -1.49308 -0.95304 -1.42 0.57 0.10
H 5.00986 -0.37265 -1.45133 1.52 1.34 -1.30
H -1.01629 1.12273 1.50513 -0.42 -0.09 -0.28
H -0.88341 -0.13633 -1.12445 -0.77 0.47 1.21
H 2.00399 1.54326 0.12877 0.66 1.75 0.73
H -2.44283 -1.65303 -1.27230 0.14 -0.36 -0.26
H -4.06306 -1.33227 -1.08805 0.06 0.92 0.44
H -2.88303 0.12762 2.16403 -1.70 0.38 -2.32
H -4.52947 -0.24644 1.16023 2.22 1.46 -0.02
H -3.48268 1.34819 0.86341 -0.92 1.07 0.67
```
Positions in Å, forces in eV/Å.

Properties
- net charge = +2
- ΔE to the lowest compared entry with this formula, charge and spin (kJ/mol) = 454.5
- highest occupied orbital energy (eV) = -16.994
- E_tot (eV) = -11292.3446

Here are the natural (NBO) charges for atoms 1 to 6, given in e: O -0.65; N -0.59; N -0.11; N -0.12; N -0.05; C -0.44

(2)
Below is a 2-piece molecular cluster, C29H48BN4O10 overall in a non-equilibrium geometry, with properties calculated with ωB97M-V/def2-TZVPD.

The geometry in XYZ format:
```
92
Properties=species:S:1:pos:R:3:forces:R:3
O 2.23768 -0.12229 2.49262 0.35 0.19 -0.94
O 0.29725 2.42018 -2.93169 0.51 -0.92 1.29
O -4.59710 0.18942 -3.40428 0.65 0.03 0.42
O -1.61093 -8.98303 -0.96609 0.28 0.29 -0.02
O -3.33917 -0.81754 4.04584 -0.01 1.13 -0.92
O 4.37358 -0.45180 -3.88769 -0.51 0.06 0.25
O -4.66612 -0.52099 2.21834 0.29 -0.10 0.44
O 3.05849 2.80818 3.05260 -0.21 0.28 -1.26
O -3.28885 -5.90002 -0.39373 -0.35 0.14 0.12
O 1.67148 0.08625 -1.73198 0.38 0.99 1.16
N -1.03522 -2.31479 0.07334 -1.38 1.61 2.34
N 0.06788 3.49563 -0.73012 -0.10 -0.79 -1.21
N -3.05310 -1.31204 -4.11304 0.90 0.22 0.50
N 1.49436 1.09163 0.53640 0.56 -0.62 0.71
C 4.68875 -0.30748 2.90238 0.12 0.09 0.29
C -1.07548 -0.50943 1.89692 -0.50 0.24 0.41
C 0.99260 -1.42194 0.87350 -0.80 0.95 -1.16
C -0.31715 6.61863 2.33343 1.99 -1.78 -0.41
C 3.29496 -1.02486 2.85695 1.55 -0.66 0.27
C -3.21436 -7.22147 -0.50079 -0.71 0.67 0.16
C -0.87911 5.27909 2.44085 0.71 0.41 0.11
C -3.59194 -0.38647 2.72219 0.38 0.34 -0.81
C 1.34358 4.17288 2.12512 -0.78 2.15 -0.45
C -0.48869 0.12873 -0.65767 -0.39 1.47 0.52
C -3.54965 -2.00194 -0.42807 -0.26 -0.56 0.50
C -1.12991 -0.26274 -2.03379 -1.07 0.63 -0.85
C -2.28993 -2.56154 0.31113 -0.75 -1.30 0.75
C -0.51858 -0.97310 0.49659 2.01 -1.42 -0.80
C 2.95668 0.55159 -2.13180 1.21 -1.41 -1.09
C -2.47997 0.57417 -2.29878 1.31 -0.62 -1.32
C 1.12027 6.74379 2.08552 -1.16 -2.00 0.40
C -2.41486 0.31316 1.93797 -0.34 0.23 1.14
C 0.92469 0.90425 -0.82949 -2.11 -0.51 -2.27
C 3.11785 0.25509 -3.69484 1.27 0.67 0.51
C 2.58429 2.09898 0.76505 1.67 1.95 1.76
C 1.99490 -0.22481 1.08128 0.00 -2.89 0.83
C 2.35094 3.00822 2.04671 -0.56 -0.63 0.83
C -3.45271 -0.17963 -3.29760 -0.76 0.22 0.42
C 3.20858 1.56625 -4.57306 -0.38 -0.95 -0.36
C -2.60505 -3.61779 1.43136 0.80 -0.99 -1.46
C 1.90840 5.52878 1.99392 -1.12 -0.13 0.29
C -0.09831 4.05728 2.35725 1.81 1.83 -0.36
C -1.68321 -7.66923 -0.84489 0.72 -0.92 -0.24
B 0.43159 2.29187 -1.53595 0.64 1.03 -0.48
H -1.06326 -7.20349 -0.04825 -0.22 -0.14 0.51
H 2.64814 2.40928 -4.10089 0.51 -0.50 -0.63
H 3.00768 5.64167 1.82885 -1.04 -0.26 0.18
H 0.81741 4.17468 -0.93001 -0.37 -0.15 0.50
H 0.69589 1.66723 -3.40205 -0.36 0.20 0.15
H 1.60245 7.74846 2.01008 -0.46 -1.08 0.01
H 0.90167 -1.97603 1.83478 0.29 0.28 -0.88
H -3.47539 -0.01531 4.58911 0.18 -0.61 -0.06
H -3.77520 -0.92582 -0.24538 0.37 -0.74 -0.40
H 3.24377 1.59583 -1.85973 -0.78 -0.54 -0.28
H -0.50914 3.02764 2.45307 0.00 1.08 -0.01
H -3.49255 -7.81167 0.39582 0.41 0.14 0.36
H 5.51758 -1.03649 3.11880 -0.90 0.48 -0.21
H -3.42728 -2.26300 -1.51208 -0.02 0.50 0.98
H -0.74963 3.89159 -1.22263 0.34 0.06 0.42
H -0.49535 -0.01831 -2.93164 -0.23 -0.40 1.18
H 2.85994 2.77342 -0.08121 -1.00 -0.69 0.01
H -0.30153 0.08995 2.46435 -0.57 -0.57 -0.77
H -2.22322 1.26506 2.51976 -0.18 -0.84 -0.58
H -2.83174 0.64030 0.95754 0.38 -0.49 0.72
H -3.83844 -7.69523 -1.28468 0.25 0.20 -0.47
H 3.35617 -1.90898 2.15478 -0.28 0.92 0.55
H -2.80832 -3.14407 2.42698 -0.09 0.10 -0.94
H 1.32623 -2.08961 0.03759 -0.22 0.59 0.89
H -0.90640 7.55321 2.42695 0.18 -1.01 -0.04
H 2.80142 1.30266 -5.59057 0.25 0.60 0.98
H 3.53166 1.55033 1.02201 -1.08 0.43 -0.29
H -3.07503 -2.19026 -3.57721 -0.32 0.41 -0.30
H -1.40095 -7.06664 -1.73469 -0.41 -0.07 -0.39
H 5.03794 -0.07308 -3.28851 -0.32 -0.10 -0.34
H 0.70066 1.37354 1.15551 0.31 0.04 -0.33
H 4.69580 0.45338 3.72171 -0.10 -0.53 -0.76
H -1.22405 -1.42117 2.54295 0.32 0.76 -0.83
H -2.08912 -1.23788 -4.44790 -0.22 0.08 0.28
H -2.98950 0.88080 -1.35799 0.07 -0.35 -0.92
H -1.97338 5.21535 2.63767 0.97 -0.10 -0.21
H -1.66175 -4.22027 1.55923 -0.92 0.59 -0.11
H 4.96791 0.21768 1.95391 -0.39 -0.47 0.66
H 2.32504 -0.46225 -4.03479 0.62 0.79 0.44
H -1.15239 0.97856 -0.29036 0.62 -0.82 -0.14
H -2.15394 1.48985 -2.87111 -0.56 -0.58 0.75
H 2.95699 -0.52665 0.57673 -0.91 0.98 0.16
H 3.72993 -0.12026 -1.64424 -0.77 0.66 -0.28
H 3.13069 -1.48224 3.87180 -0.36 0.75 -0.95
H -3.39449 -4.35205 1.11084 0.56 0.64 0.37
H -1.41853 -1.32792 -2.16679 0.71 0.58 0.80
H 4.29246 1.80428 -4.75039 -1.08 -0.01 0.48
H -4.45628 -2.57523 -0.08967 0.97 0.56 -0.24
```
Positions in Å, forces in eV/Å.

Properties
- net charge = -1
- highest occupied orbital energy (eV) = -0.646
- E_tot (eV) = -57951.9166

Here are the Löwdin charges for atoms 1 to 6, given in e: O -0.12; O 0.12; O 0.08; O -0.26; O 0.04; O -0.08